No. 1
# C21H22BF4IN4O6SV

C21H22BF4IN4O6SV as an isolated structure in a non-equilibrium geometry (ωB97M-V/def2-TZVPD, the Open Molecules 2025 dataset).

Each line ends with the Mulliken spin population.
Atoms and positions in Å:
V (0.32259, -0.66269, 0.48748)  2.0567
C (-2.12398, -0.94361, 2.69916)  -0.0065
C (-0.73650, -1.28172, 3.26898)  0.0190
N (0.33753, -0.33671, 2.91481)  -0.0509
C (1.53772, -0.80797, 3.63327)  0.0283
C (2.78969, 0.05188, 3.50998)  -0.0014
C (0.03216, 1.05015, 3.27110)  -0.0001
C (0.62823, 2.00107, 2.23305)  0.0133
N (0.02479, 1.73231, 0.94982)  0.0224
C (-0.98987, 2.47237, 0.53745)  -0.0143
C (-1.66553, 2.10239, -0.67308)  0.0194
F (-1.30485, 0.92510, -1.21487)  -0.0114
C (-2.64745, 2.83230, -1.27429)  0.0019
F (-3.18572, 2.40341, -2.43462)  0.0000
C (-3.13024, 4.01491, -0.72210)  0.0048
C (-2.57335, 4.36626, 0.48834)  -0.0012
F (-3.04308, 5.47813, 1.11201)  0.0000
C (-1.56733, 3.65583, 1.10267)  -0.0006
F (-1.17098, 4.13762, 2.32210)  0.0003
H (-2.68247, -1.88184, 2.61868)  -0.0044
H (-2.15665, -0.90663, 0.72228)  0.0000
H (-2.66786, -0.30486, 3.40509)  -0.0017
H (-0.41969, -2.25501, 2.89758)  -0.0081
H (-0.84464, -1.35011, 4.36736)  0.0075
H (1.75517, -1.79814, 3.23870)  -0.0046
H (1.28539, -0.89887, 4.70548)  0.0016
H (3.05398, 0.17964, 2.46397)  -0.0005
H (3.61400, -0.46700, 4.00350)  0.0024
H (2.67666, 1.03019, 3.98337)  0.0011
H (0.39937, 1.28651, 4.28194)  -0.0004
H (-1.04654, 1.20539, 3.26148)  -0.0048
H (1.69931, 1.82395, 2.13942)  -0.0155
H (0.48473, 3.02460, 2.58113)  0.0042
H (-3.89723, 4.60286, -1.20007)  0.0007
O (-1.03122, -3.66381, 1.25548)  0.2218
S (-0.71210, -2.83508, 0.06214)  0.4723
O (-1.95744, -2.11650, -0.37332)  0.1512
O (-2.09956, -0.25289, 1.47061)  0.0105
O (0.37238, -1.13243, -1.58654)  -0.0145
I (5.79451, -2.91017, 0.07773)  -0.0004
C (3.73659, -2.74787, 0.60582)  0.0755
C (3.16095, -3.95272, 1.05972)  -0.0081
N (1.95830, -4.03641, 1.52845)  0.1045
N (1.93498, -1.08356, 0.56183)  -0.2163
C (3.14982, -1.47838, 0.35465)  0.1404
H (3.80257, -4.83963, 0.98081)  -0.0027
H (1.68377, -4.99786, 1.71021)  -0.0061
H (3.82232, -0.74318, -0.09760)  -0.0126
O (0.95414, -0.00129, -3.67723)  0.0032
B (0.09711, -0.78621, -2.78284)  0.0133
O (-1.08097, -1.12287, -3.56917)  0.0095
C (-0.93657, -0.54615, -4.77304)  -0.0001
C (-1.80053, -0.55123, -5.84670)  0.0000
C (-1.39722, 0.09992, -7.01716)  0.0000
C (-0.17320, 0.74359, -7.09206)  0.0000
C (0.69146, 0.77155, -5.99279)  0.0003
C (0.29749, 0.12262, -4.84228)  0.0012
H (-2.76513, -1.03783, -5.77727)  0.0000
H (-2.05818, 0.09979, -7.87636)  0.0000
H (0.12409, 1.23215, -8.01285)  0.0000
H (1.64424, 1.28473, -6.03143)  0.0000

Its net charge is -2. The expectation value of S² is 3.8557. For the energy above the lowest of the compared OMol25 structures with the same formula, charge and spin, the calculation gives 42.2 kcal per mole. The LUMO energy (alpha / beta) is 3.94 / 3.94 eV. For the HOMO energy (alpha / beta), the calculation gives -0.9 / -1.8 eV. Its multiplicity is 4. As for the energy: -96552.5573 eV.


No. 2
# C44H65Cl18FO4

A 10-piece molecular cluster, C44H65Cl18FO4 overall in a non-equilibrium geometry (ωB97M-V/def2-TZVPD, the Open Molecules 2025 dataset).

Each line ends with the Löwdin charge.
Atoms and positions in Å:
C (3.99687, -10.51932, -3.87592)  0.0234
C (2.98372, -11.13848, -2.95439)  -0.5373
O (3.15139, -12.18950, -2.38955)  0.1042
O (1.86256, -10.40369, -2.84895)  -0.0172
C (0.87956, -10.91908, -1.94467)  -0.1706
C (1.20478, -10.68010, -0.47089)  -0.1661
C (1.86809, -9.32388, -0.17426)  -0.1734
C (1.07510, -8.45892, 0.83797)  -0.2018
C (1.93349, -7.93303, 1.99623)  -0.2238
C (1.23221, -6.75284, 2.68211)  -0.1975
C (1.46545, -5.41768, 1.91083)  -0.1882
C (2.11678, -4.38807, 2.83440)  -0.1515
C (2.12225, -2.95034, 2.35698)  -0.1322
C (1.00798, -2.48938, 1.67081)  -0.0459
C (0.87447, -1.18295, 1.22440)  -0.1087
C (1.90936, -0.29954, 1.49003)  -0.1076
C (3.04326, -0.73732, 2.18333)  -0.0140
C (3.18103, -2.05908, 2.61577)  -0.0412
C (4.39993, -2.55911, 3.35492)  -0.3274
C (4.22019, -2.57343, 4.86239)  -0.0088
F (5.56940, -1.91054, 2.98697)  0.0010
C (4.08036, 0.32324, 2.42548)  -0.2738
O (4.65462, 0.48242, 3.47610)  0.1349
C (4.29381, 1.23475, 1.25896)  -0.0869
C (5.56325, 1.63992, 0.87610)  0.0047
C (5.67860, 2.45754, -0.23985)  -0.0633
C (4.55283, 2.88777, -0.93052)  -0.0637
C (3.28328, 2.48899, -0.54193)  -0.0014
C (3.16798, 1.65186, 0.55732)  -0.0961
C (1.86098, 1.12680, 1.04068)  -0.3422
O (0.84533, 1.78710, 1.05631)  0.0925
H (4.32695, -11.25581, -4.60226)  0.0889
H (4.82497, -10.10607, -3.30505)  0.0905
H (3.54108, -9.69469, -4.42257)  0.0817
H (-0.04146, -10.38805, -2.18058)  0.1266
H (0.70177, -11.98096, -2.10480)  0.1244
H (0.25817, -10.77090, 0.06420)  0.1066
H (1.83932, -11.47705, -0.08448)  0.1088
H (2.86843, -9.45653, 0.23664)  0.1067
H (1.97053, -8.72923, -1.08096)  0.1079
H (0.23543, -8.99096, 1.28553)  0.1068
H (0.68607, -7.57160, 0.33158)  0.1062
H (2.92342, -7.62878, 1.64927)  0.1086
H (2.06814, -8.71297, 2.75088)  0.1114
H (1.59699, -6.62347, 3.70144)  0.1031
H (0.15807, -6.93865, 2.70975)  0.1096
H (0.49395, -5.09220, 1.54709)  0.0888
H (2.10156, -5.62157, 1.04707)  0.1168
H (3.10876, -4.76242, 3.08114)  0.1065
H (1.55281, -4.40218, 3.77406)  0.1038
H (0.16310, -3.13165, 1.47505)  0.0543
H (-0.02716, -0.90438, 0.70370)  0.0351
H (4.54127, -3.59645, 3.04796)  0.1291
H (3.53480, -3.37156, 5.14340)  0.0769
H (5.18690, -2.81822, 5.30636)  0.0884
H (3.89823, -1.60604, 5.24042)  0.0819
H (6.42186, 1.31182, 1.44449)  0.1242
H (6.66700, 2.75561, -0.56298)  0.1056
H (4.69029, 3.52612, -1.79299)  0.1057
H (2.39645, 2.80244, -1.07570)  0.1068
Cl (0.09270, -2.37398, 5.59689)  0.5564
C (-1.17634, -1.35346, 4.86352)  -0.6886
C (-2.36841, -2.17891, 4.44667)  -0.6510
Cl (-1.91057, -3.22230, 3.07504)  0.5930
H (-0.74027, -0.83906, 4.00880)  0.0671
H (-1.44629, -0.61293, 5.60403)  -0.0456
H (-3.17433, -1.53668, 4.10634)  0.0300
H (-2.74436, -2.79845, 5.25670)  0.0760
Cl (-3.53785, 0.81937, 5.43430)  0.6162
C (-4.04233, 1.63607, 3.92649)  -0.6179
C (-3.21917, 2.86440, 3.64941)  -0.6756
Cl (-3.51042, 4.18053, 4.80028)  0.5193
H (-5.10288, 1.85851, 4.00678)  0.0716
H (-3.89653, 0.92412, 3.11439)  0.0743
H (-3.46568, 3.25185, 2.66109)  0.0640
H (-2.15506, 2.63820, 3.67697)  0.0571
Cl (0.64639, 2.03351, -3.81716)  0.5522
C (0.00354, 0.37151, -3.94367)  -0.6504
C (-0.70161, -0.06649, -2.68735)  -0.6122
Cl (0.41829, -0.26424, -1.30629)  0.7484
H (0.83913, -0.28631, -4.16938)  0.0677
H (-0.68464, 0.36277, -4.78684)  0.0677
H (-1.17512, -1.03331, -2.85060)  0.0802
H (-1.46158, 0.64698, -2.38845)  0.0214
Cl (-1.13082, 5.96134, 2.57227)  0.5568
C (0.49430, 6.17612, 3.27845)  -0.6458
C (1.04413, 4.89166, 3.84208)  -0.6511
Cl (0.15182, 4.35448, 5.28978)  0.5432
H (0.42725, 6.94895, 4.03960)  0.0683
H (1.14291, 6.53018, 2.47906)  0.0727
H (2.07964, 5.04075, 4.14326)  0.0739
H (1.00832, 4.08852, 3.10954)  0.0585
Cl (-2.46297, 5.40227, -5.59561)  0.5595
C (-2.93476, 5.30309, -3.87694)  -0.6468
C (-2.24050, 4.17256, -3.16512)  -0.6491
Cl (-2.79879, 2.57775, -3.73476)  0.5755
H (-4.01580, 5.20049, -3.83380)  0.0710
H (-2.65744, 6.24856, -3.41437)  0.0752
H (-2.45736, 4.22341, -2.09944)  0.0792
H (-1.16310, 4.21109, -3.30209)  0.0354
Cl (-4.57237, 8.06573, -10.05869)  0.5406
C (-3.98775, 8.89236, -8.58976)  -0.6591
C (-4.33752, 8.13686, -7.33483)  -0.6843
Cl (-6.09103, 8.14326, -7.01165)  0.5381
H (-4.40717, 9.89494, -8.58343)  0.0683
H (-2.90561, 8.97073, -8.67894)  0.0728
H (-3.85520, 8.60695, -6.47959)  0.0708
H (-4.01231, 7.10235, -7.38783)  0.0253
Cl (-5.19101, 9.20002, -15.03854)  0.5355
C (-5.01616, 7.71386, -14.06964)  -0.6741
C (-4.26183, 6.63840, -14.80661)  -0.6681
Cl (-5.18329, 5.99230, -16.18956)  0.5326
H (-6.01126, 7.37951, -13.78813)  0.0693
H (-4.47388, 7.98626, -13.16591)  0.0413
H (-4.07060, 5.80363, -14.13446)  0.0716
H (-3.31144, 7.00807, -15.18238)  0.0669
Cl (-0.45662, 0.17206, 8.00405)  0.5626
C (1.16258, 0.46823, 8.68441)  -0.6456
C (1.84418, -0.81124, 9.09359)  -0.6656
Cl (1.05539, -1.57645, 10.49764)  0.5378
H (1.05358, 1.15087, 9.52297)  0.0682
H (1.74793, 0.96039, 7.90925)  0.0748
H (2.87241, -0.59996, 9.38232)  0.0728
H (1.84975, -1.53161, 8.27941)  0.0499
Cl (-5.07688, 8.43731, 0.00022)  0.5272
C (-5.32326, 8.62501, 1.75695)  -0.6622
C (-4.67070, 7.51968, 2.54484)  -0.6662
Cl (-5.47357, 5.94874, 2.29058)  0.5286
H (-6.39358, 8.66612, 1.94081)  0.0671
H (-4.88392, 9.58023, 2.03907)  0.0725
H (-4.73586, 7.73869, 3.60934)  0.0772
H (-3.62304, 7.40613, 2.27983)  0.0237

The LUMO energy is -0.41 eV. For the HOMO energy, the calculation gives -9.3 eV. Its multiplicity is 1. As for the energy: -282996.3044 eV. The SMILES is CC(=O)OCCCCCCCCc1ccc2c(c1[C@H](C)F)C(=O)c1ccccc1C2=O.ClCCCl.ClCCCl.ClCCCl.ClCCCl.ClCCCl.ClCCCl.ClCCCl.ClCCCl.ClCCCl.


No. 3
# C7H23Li2N4O7

C7H23Li2N4O7 as an isolated structure in a non-equilibrium geometry (ωB97M-V/def2-TZVPD, the Open Molecules 2025 dataset).

Each line ends with the Löwdin charge.
Atoms and positions in Å:
Li (-0.18572, 1.09431, -2.68735)  0.7869
Li (-2.38865, -1.26769, -1.51447)  0.7470
C (-0.38974, -0.49049, 0.00904)  -0.3045
O (-1.08508, 0.14874, -1.05088)  -0.5597
H (-0.33618, 0.09230, 0.93770)  0.0721
H (-0.93154, -1.42561, 0.22993)  0.0439
H (0.64534, -0.73694, -0.26346)  0.0572
C (-1.11484, 5.24666, -0.44652)  -0.2543
C (-1.59951, 3.81754, -0.37021)  -0.2724
O (-0.84652, 2.95018, 0.45419)  -0.0684
O (-1.50968, 6.02989, 0.66105)  -0.0426
H (-1.57207, 5.67006, -1.33930)  0.1211
H (-0.02633, 5.18596, -0.57760)  0.1220
H (-1.69035, 3.45222, -1.41196)  0.1060
H (-2.64971, 3.75066, -0.05034)  0.1284
H (-0.96244, 2.05415, 0.10571)  0.0309
H (-1.24076, 5.52231, 1.43572)  0.0908
C (2.99173, 0.69675, -1.79960)  -0.2163
C (4.25402, 1.06676, -2.53683)  -0.2284
O (4.51014, 2.45548, -2.38450)  -0.0487
O (1.87381, 1.43976, -2.31539)  -0.1479
H (3.05293, 0.95453, -0.73681)  0.1287
H (2.72721, -0.35728, -1.86087)  0.1242
H (4.12484, 0.87390, -3.59937)  0.1306
H (5.07175, 0.47500, -2.11562)  0.1314
H (4.73037, 2.61128, -1.45901)  0.1002
H (2.12324, 2.37229, -2.36551)  0.0942
C (-3.54348, -3.35237, -0.21621)  -0.6362
O (-3.55274, -2.11210, -0.31655)  -0.0741
N (-3.92471, -4.19301, -1.21677)  0.1776
N (-3.13040, -3.95771, 0.92580)  0.1817
H (-4.03097, -5.16217, -0.97157)  0.1130
H (-4.39361, -3.84801, -2.03374)  0.1170
H (-2.87212, -4.92619, 0.98889)  0.1154
H (-3.05820, -3.41564, 1.76761)  0.1189
C (1.86171, -3.03235, 3.40701)  -0.6780
O (3.02332, -3.32483, 3.22724)  0.0410
N (1.24530, -2.08000, 2.61676)  0.1405
N (1.09752, -3.54632, 4.41826)  0.1512
H (0.25759, -1.92519, 2.69564)  0.0751
H (1.81272, -1.41344, 2.13271)  0.0926
H (1.47427, -4.17747, 5.09814)  0.1070
H (0.15754, -3.21596, 4.52904)  0.0853

Its net charge is +1. For the energy above the lowest of the compared OMol25 structures with the same formula, charge and spin, the calculation gives 0.0 kcal per mole. The LUMO energy is -3.54 eV. For the HOMO energy, the calculation gives -12.0 eV. Its multiplicity is 1. As for the energy: -28332.5321 eV.


No. 4
# C5H10O

One molecule with the formula C5H10O in a non-equilibrium geometry (ωB97M-V/def2-TZVPD, the Open Molecules 2025 dataset).

Each line ends with the Löwdin charge.
Atoms and positions in Å:
C (2.02518, 0.15628, -1.34225)  -0.0890
C (0.75245, 0.39474, -0.43329)  -0.1757
C (-0.07508, -0.84784, -0.34986)  -0.3877
O (0.11082, -1.87190, -0.99043)  0.0701
C (-1.31068, -0.74720, 0.64534)  -0.1725
C (-1.55217, 0.56498, 1.36454)  -0.1315
H (2.58888, 1.08965, -1.42587)  0.0639
H (2.67546, -0.60632, -0.90270)  0.0734
H (1.73801, -0.17158, -2.34574)  0.0714
H (1.10894, 0.67620, 0.55972)  0.1139
H (0.16256, 1.19841, -0.88002)  0.1201
H (-1.16585, -1.54350, 1.38301)  0.1130
H (-2.19520, -0.99864, 0.05038)  0.1126
H (-0.71075, 0.82435, 2.01470)  0.0710
H (-1.70746, 1.38575, 0.65737)  0.0727
H (-2.44512, 0.49663, 1.99510)  0.0742

For the energy above the lowest of the compared OMol25 structures with the same formula, charge and spin, the calculation gives 6.1 kcal per mole. The LUMO energy is 0.95 eV. For the HOMO energy, the calculation gives -9.5 eV. Its multiplicity is 1. As for the energy: -7394.4992 eV. The SMILES is CCC(=O)CC.


What is the formula in the fourth record?
C5H10O


energy of number 3 (C7H23Li2N4O7)?
-28332.5321 eV


The highest energy belongs to which entry?
C5H10O


Which value of energy does entry 4 give?
-7394.4992 eV